No. 1
ORCA calculation (wB97M-V/def2-TZVPD) on C18H33AsBrCsNO5PS2 as an isolated structure in a non-equilibrium geometry.

Calculated values
- DFT total energy: -193300.504 eV
- Multiplicity: 1
- Total charge: 0
- HOMO energy: -7.148 eV
- Max |F|: 13.03 eV Å⁻¹

Cartesian coordinates (Å):
C: 1.48712 2.80752 3.74531
C: 2.32228 3.31969 2.42737
S: 2.65491 1.79342 1.34302
C: 1.03125 1.48041 0.50989
As: 1.03103 0.32232 -1.16897
C: 2.70044 1.15220 -1.95477
C: 3.90258 0.17525 -2.39839
C: -0.23770 1.66474 -1.99711
C: 0.21915 3.01407 -2.61339
C: 1.08539 4.07302 -1.80941
Br: 0.98047 5.80037 -2.86356
C: -0.71970 -0.58523 -0.55867
C: -0.76016 -2.15921 -0.41914
C: -2.26610 -2.72694 -0.69235
O: -3.00898 -2.36179 -1.62687
N: -2.84710 -3.72483 0.26731
C: -3.65538 -3.06714 1.30405
C: -3.69830 -3.74348 2.72841
C: -4.55225 -3.17773 3.90722
C: -5.41482 -1.90312 3.73393
C: -5.36510 -1.21861 2.32150
C: -4.51112 -1.79033 1.13105
C: 2.09063 -1.03901 -0.11065
O: 1.61976 -1.24756 1.29668
O: 2.33506 -2.34275 1.71120
P: 0.87904 -0.97621 -3.09645
O: -0.73728 -1.50295 -3.47612
O: 1.84508 -2.37749 -3.15012
S: 1.28984 -0.01883 -4.78514
H: 0.34118 2.69121 3.53915
H: 1.58728 3.52082 4.65873
H: 1.86699 1.71408 4.01218
H: 1.58318 3.95623 1.81372
H: 3.28643 3.90842 2.67333
H: 0.40345 1.03381 1.38019
H: 0.52564 2.51390 0.36366
H: 3.19351 1.97020 -1.32300
H: 2.53479 1.72327 -2.95141
H: 4.69695 0.90576 -2.83946
H: 4.46328 -0.36079 -1.56931
H: 3.68213 -0.52926 -3.26289
H: -0.79409 1.07478 -2.82858
H: -1.07330 1.87283 -1.21632
H: 0.76087 2.82710 -3.62228
H: -0.73345 3.59323 -2.94619
H: 0.66623 4.36617 -0.77142
H: 2.20060 3.86348 -1.72269
H: -1.57107 -0.29897 -1.29142
H: -1.11933 -0.16177 0.44500
H: -0.55488 -2.50398 0.66987
H: -0.07600 -2.78225 -1.07818
H: -2.07865 -4.20154 0.77954
H: -3.09651 -4.69188 2.95469
H: -4.57973 -3.72018 4.92419
H: -6.04979 -1.49012 4.59811
H: -6.00339 -0.26936 2.21817
H: -4.54115 -1.24323 0.13238
H: 3.19220 -0.73822 0.10009
H: 2.13846 -2.08987 -0.55259
H: 1.81633 -3.16224 1.50177
H: -1.17568 -0.83678 -4.04696
H: 1.54431 -3.09900 -2.55864
Cs: 3.26318 1.00436 4.11076


No. 2
ORCA calculation (wB97M-V/def2-TZVPD) on C18H33BeCsFN6O12PS as an isolated structure in a non-equilibrium geometry.

Calculated values
- DFT total energy: -76486.550 eV
- Multiplicity: 1
- Total charge: 0
- Energy relative to the best compared isomer or geometry (same formula, charge and spin): 0.000 eV
- HOMO energy: -5.989 eV
- Max |F|: 3.72 eV Å⁻¹

Cartesian coordinates (Å):
N: 5.29895 1.03383 -0.19724
C: 3.93739 0.97341 -0.52926
C: 3.32861 2.13974 -1.12634
N: 2.04077 2.24807 -1.47557
C: 1.38050 1.12373 -1.21712
C: -0.05874 1.08941 -1.54937
C: -0.84176 -0.00262 -1.33330
P: -2.65711 0.04320 -1.74886
N: -3.36981 -0.91282 -0.46753
O: -3.20117 1.61335 -1.59980
C: -0.23437 -1.22716 -0.76127
C: 1.14726 -1.19592 -0.46500
C: 1.95088 -0.07571 -0.66721
N: 3.27375 -0.15656 -0.30730
H: 5.49860 0.26957 0.43610
H: 5.52057 1.91328 0.25803
H: 3.96441 3.01163 -1.28825
H: -0.52997 1.96659 -1.99193
H: -4.17663 -0.38029 -0.08642
H: -2.68400 -0.90452 0.32555
H: -2.45390 2.23051 -1.59819
H: -0.83173 -2.15116 -0.61724
H: 1.58190 -2.10682 -0.05189
O: -4.68913 -3.59029 0.42337
H: -5.61304 -3.60039 0.13452
H: -4.43578 -2.66732 0.33486
O: 1.38562 -0.89844 3.05265
S: 2.50947 -1.77046 3.08382
O: 2.73187 -2.76340 2.05279
O: 2.60385 -2.46272 4.49234
C: 1.42660 -3.17475 4.98111
C: 1.26575 -4.52629 4.32435
C: 3.97204 -0.79011 3.21505
H: 0.53240 -2.56599 4.84638
H: 1.57765 -3.30199 6.05190
H: 1.02260 -4.42052 3.26854
H: 0.46117 -5.08369 4.80128
H: 2.19170 -5.10271 4.39486
H: 3.83816 -0.06580 4.01354
H: 4.10787 -0.28099 2.26130
H: 4.81970 -1.44182 3.42010
O: 2.00308 1.01528 -5.29812
C: 2.88200 1.63608 -4.51400
C: 4.17961 2.06757 -5.37702
O: 5.04921 2.66032 -4.59666
H: 3.28247 1.05206 -3.65042
H: 2.53968 2.56171 -4.02100
H: 3.78298 2.66097 -6.22816
H: 4.51415 1.12807 -5.89092
Be: -1.35566 -1.51615 0.98020
O: 5.37443 -2.48131 0.61333
H: 6.15698 -2.76629 0.10454
H: 4.71363 -3.20800 0.71003
H: 4.94267 -1.67273 0.22199
F: -0.71221 -2.69290 2.89352
N: -7.63110 -1.57143 0.07281
O: -8.76294 -1.33029 0.50237
O: -7.42435 -2.57690 -0.64297
O: -6.67422 -0.80294 0.35308
Cs: 2.29681 -1.09665 -6.31496
O: 0.69586 3.87769 -7.57218
H: 1.11613 4.70507 -7.31913
H: 1.08887 3.22432 -6.98300
N: -4.83835 1.52645 1.76381
C: -5.36238 2.16405 0.71586
C: -5.87840 3.44856 0.77613
C: -5.85623 4.10698 1.99414
C: -5.31894 3.46060 3.09608
C: -4.82341 2.17755 2.92628
H: -5.36001 1.60375 -0.20949
H: -6.28710 3.91837 -0.10785
H: -6.25201 5.11106 2.08427
H: -5.28378 3.94022 4.06486
H: -4.39038 1.63381 3.75924


No. 3
ORCA calculation (wB97M-V/def2-TZVPD) on a 3-piece molecular cluster, C18H33Br2ClF3NO7PS2 overall in a non-equilibrium geometry.

Calculated values
- DFT total energy: -226741.979 eV
- Multiplicity: 1
- Total charge: -1
- HOMO energy: -5.751 eV
- Max |F|: 3.23 eV Å⁻¹

Cartesian coordinates (Å):
C: 1.32315 -2.06193 -0.10817
C: 2.79044 -1.76750 -0.17114
Br: 3.83539 -3.09788 -1.06493
C: 3.32480 -0.68341 0.36374
Br: 5.24679 -0.48726 0.27845
C: 2.61894 0.43108 1.09848
S: 2.94822 0.43004 2.96801
O: 1.78975 -0.11001 3.59564
O: 3.35014 1.70834 3.45267
C: 4.32479 -0.72451 3.47684
F: 5.51507 -0.19286 3.30677
F: 4.18111 -0.87115 4.79206
F: 4.24814 -1.92945 2.94914
O: 1.28086 0.58571 1.01312
P: 0.64888 2.20123 0.77248
C: -1.18279 1.70552 0.94298
C: -1.68877 0.40881 0.29766
C: -1.16276 0.11297 -1.08936
Cl: -1.52570 -1.01746 1.41729
N: 0.62029 2.59033 2.64320
C: 0.47203 3.77955 2.83165
O: 0.44600 4.96698 3.02178
O: 2.27978 2.79401 0.75135
C: 3.20975 1.79506 0.52382
S: 3.39427 1.79680 -1.32801
H: 0.88298 -1.72109 0.81817
H: 0.84336 -1.66404 -0.99460
H: 1.18892 -3.14134 -0.14456
H: 0.22870 3.56807 0.55476
H: 0.65242 2.13728 -0.66412
H: -1.45764 1.70219 1.98926
H: -1.73870 2.50934 0.46032
H: -2.76540 0.52116 0.18827
H: -1.53506 0.91318 -1.73272
H: -1.57569 -0.80712 -1.49221
H: -0.08577 0.15496 -1.15504
H: 4.09609 2.12592 1.05511
H: 4.63446 2.26544 -1.57043
C: -7.03429 -3.79030 4.40394
C: -6.29502 -4.21545 3.14535
O: -5.59782 -3.16553 2.51061
C: -4.57818 -2.54230 3.27844
C: -3.46386 -3.48638 3.69229
H: -7.68559 -2.94015 4.19575
H: -7.64060 -4.61439 4.78336
H: -6.34546 -3.49156 5.19540
H: -7.01744 -4.57764 2.41215
H: -5.61851 -5.05182 3.35758
H: -5.01179 -2.04143 4.15174
H: -4.16076 -1.75904 2.64724
H: -3.81782 -4.24899 4.39032
H: -2.66206 -2.93374 4.18183
H: -3.05654 -4.00220 2.82172
C: 3.13502 1.67525 -4.99942
C: 1.82497 1.01233 -5.38854
O: 0.68702 1.83151 -5.19617
C: 0.65825 3.03673 -5.93086
C: 0.67656 2.83835 -7.43832
H: 3.08297 2.05479 -3.98109
H: 3.95502 0.95888 -5.06467
H: 3.37310 2.51581 -5.65539
H: 1.66791 0.13581 -4.75936
H: 1.86528 0.65155 -6.42394
H: 1.47517 3.69596 -5.61636
H: -0.26944 3.53442 -5.64693
H: 1.62141 2.41027 -7.77793
H: 0.54239 3.79393 -7.94724
H: -0.12076 2.15920 -7.74452


No. 4
ORCA calculation (wB97M-V/def2-TZVPD) on C18H33BrClN2O5PtSi as an isolated structure.

Calculated values
- DFT total energy: -126069.926 eV
- Multiplicity: 5
- Total charge: +3
- Energy relative to the best compared isomer or geometry (same formula, charge and spin): 0.000 eV
- HOMO energy (spin up / spin down): -17.402 / -17.911 eV
- Max |F|: 0.23 eV Å⁻¹

Cartesian coordinates (Å):
Pt: -1.56140 -1.09547 -1.69299
O: 0.99272 -2.38798 -4.39973
Cl: 0.73673 -1.75225 -3.18025
O: 1.87302 -1.29598 -2.48694
O: -0.09072 -2.64369 -2.28883
O: -0.23233 -0.60374 -3.38625
N: -6.62328 -4.07572 -1.78856
C: -6.39365 -3.49149 -2.92776
O: -7.34569 -3.22836 -3.73681
C: -5.07137 -3.03911 -3.41619
C: -4.76520 -3.17559 -4.77505
C: -3.53119 -2.73571 -5.20870
C: -2.66235 -2.16675 -4.29468
N: -2.97365 -2.01402 -2.99139
C: -4.16295 -2.43804 -2.55241
H: -7.57298 -4.30876 -1.50947
H: -5.86705 -4.44708 -1.22835
H: -5.46226 -3.63743 -5.46306
H: -3.23341 -2.82654 -6.24391
H: -1.69610 -1.80098 -4.60810
H: -4.39551 -2.26473 -1.50881
C: 3.34142 0.75763 -0.57659
C: 3.11033 0.13266 0.76363
C: 4.05532 0.55720 1.84914
C: 2.72692 -1.31629 0.73392
Si: 1.25150 1.19808 1.49710
Br: -0.59175 0.09921 0.34033
C: 0.88640 0.73485 3.30959
C: 1.69971 1.71280 4.18231
C: 1.21202 -0.71048 3.69457
C: -0.62282 0.94961 3.57778
C: 1.22115 2.98201 0.83008
C: -0.01315 3.61249 1.52541
C: 2.48201 3.73948 1.27266
C: 1.01686 3.10571 -0.68289
H: 4.16225 0.18512 -1.03335
H: 3.66598 1.79234 -0.51853
H: 2.49904 0.65142 -1.25528
H: 5.04770 0.20631 1.52374
H: 3.86050 0.09336 2.81213
H: 4.14819 1.63835 1.95146
H: 3.62517 -1.84042 0.37296
H: 1.93922 -1.53611 0.01644
H: 2.49219 -1.73261 1.70724
H: 2.77554 1.64346 4.02737
H: 1.50936 1.44913 5.22548
H: 1.39355 2.75029 4.05459
H: 2.27858 -0.92665 3.69217
H: 0.69303 -1.43519 3.06514
H: 0.86348 -0.86410 4.71831
H: -0.99818 1.92585 3.28092
H: -0.76012 0.86755 4.65872
H: -1.23288 0.17687 3.11402
H: 0.09046 3.68078 2.60645
H: -0.94571 3.10337 1.27746
H: -0.09272 4.63398 1.14518
H: 2.67977 3.65482 2.34233
H: 2.32193 4.79932 1.06046
H: 3.37240 3.43899 0.72353
H: 0.09440 2.63012 -1.01373
H: 1.84715 2.71846 -1.26709
H: 0.93240 4.16964 -0.91692